No. 1
Below is an isolated ion of composition C3H6O2P and charge -1 in a non-equilibrium geometry, with properties calculated with ωB97M-V/def2-TZVPD.

Geometry as XYZ:
```
12
C3H6O2P | the OMol25 dataset | ωB97M-V/def2-TZVPD
C 1.175 0.342 1.896
C 0.450 -0.230 0.925
P -1.150 0.321 0.382
C -1.368 -0.526 -1.283
O -2.114 -0.315 1.425
O -1.192 1.795 0.189
H 2.128 -0.237 2.251
H 0.876 1.134 2.489
H 1.001 -1.073 0.282
H -2.025 -1.356 -1.291
H -1.702 0.125 -1.999
H -0.340 -1.052 -1.482
```

ΔE to the lowest compared entry with this formula, charge and spin in eV: 0.5006
Frontier orbital gap in Ha: 0.3167
E_LUMO in eV: 4.3
2S+1: 1
Total charge: -1
Strongest force on any atom in eV/Å: 4.472

=====

No. 2
Below is C19H13N3O3S2 as an isolated structure in a non-equilibrium geometry, with properties calculated with ωB97M-V/def2-TZVPD.

Geometry as XYZ:
```
40
C19H13N3O3S2 | the OMol25 dataset | ωB97M-V/def2-TZVPD
O 4.833 0.686 -1.544
C 3.974 0.741 -0.907
N 2.785 1.318 -1.386
C 1.530 1.482 -0.682
N 0.367 0.790 -1.035
C -0.697 1.387 -0.038
C -0.325 2.345 0.925
S 1.413 2.816 0.444
H -0.887 3.025 1.376
C -1.920 0.865 -0.159
N -3.022 1.506 0.567
C -4.179 0.658 0.202
C -5.300 0.556 0.786
C -6.330 -0.019 0.583
C -6.170 -1.141 -0.516
C -5.004 -1.350 -0.865
C -3.856 -0.636 -0.591
S -2.289 -0.516 -1.139
H -4.678 -1.997 -1.778
H -7.015 -1.725 -0.526
H -7.370 0.014 0.908
H -5.575 1.624 1.775
H 2.567 1.436 -2.311
C 3.830 0.323 0.729
C 4.629 -0.905 0.313
H 4.868 -1.372 1.586
O 3.895 -2.225 -0.148
C 2.599 -1.909 0.183
C 1.718 -3.215 -0.018
C 0.508 -3.296 0.329
C -0.080 -2.134 0.966
C 0.623 -1.155 1.219
C 2.003 -0.985 0.943
O 2.631 0.015 1.183
H 0.200 -0.390 1.930
H -1.075 -2.114 1.382
H -0.086 -4.111 -0.193
H 2.267 -3.944 -0.433
H 5.570 -0.942 0.057
H 4.348 1.144 1.222
```

ΔE to the lowest compared entry with this formula, charge and spin in eV: 16.3162
Frontier orbital gap in Ha: 0.2603
E_LUMO in eV: -0.8
2S+1: 1
Total charge: 0
Strongest force on any atom in eV/Å: 18.301

=====

No. 3
Below is a 2-piece molecular cluster, C6H9N3O2 overall in a non-equilibrium geometry, with properties calculated with ωB97M-V/def2-TZVPD.

Geometry as XYZ:
```
20
C6H9N3O2 | the OMol25 dataset | ωB97M-V/def2-TZVPD
C -3.091 -1.329 -0.137
C 1.395 1.880 0.300
C 0.812 1.565 -0.993
C 1.051 -0.779 0.040
C 1.159 0.471 -0.101
C -3.077 1.011 0.548
N -3.921 1.784 0.323
N -2.316 -2.451 -0.013
N -2.569 -0.188 0.423
O -4.121 -1.263 -0.751
O -4.382 2.855 0.188
H 2.422 2.342 0.260
H 0.738 2.314 1.079
H -0.319 1.854 -1.253
H 1.357 1.435 -1.970
H 1.511 -1.490 0.820
H 0.457 -1.330 -0.688
H -1.707 -2.312 0.762
H -2.896 -3.226 -0.261
H -1.692 -0.265 0.852
```

ΔE to the lowest compared entry with this formula, charge and spin in eV: 6.8702
Frontier orbital gap in Ha: 0.3320
E_LUMO in eV: 0.3
2S+1: 1
Total charge: 0
Strongest force on any atom in eV/Å: 5.627

=====

No. 4
Below is C10H27ClFeIO2P2S as an isolated structure in a non-equilibrium geometry, with properties calculated with ωB97M-V/def2-TZVPD.

Geometry as XYZ:
```
45
C10H27ClFeIO2P2S | the OMol25 dataset | ωB97M-V/def2-TZVPD
C -1.924 -1.284 -0.565
C -0.631 -0.868 0.034
H -2.173 -2.291 -0.210
H -1.907 -1.336 -1.665
H -2.770 -0.639 -0.289
O 0.046 -1.495 0.816
I 1.425 1.262 0.317
Fe -0.656 0.941 -1.132
P -1.682 1.878 0.685
C -1.262 1.677 2.460
C -1.587 3.672 0.383
H -2.348 4.148 1.018
H -3.952 2.348 1.325
H -1.798 3.865 -0.678
H -3.885 1.632 -0.327
H -0.290 2.129 2.695
H -0.580 4.026 0.633
C -3.489 1.566 0.699
H -2.049 2.161 3.061
H -3.703 0.575 1.129
H -1.217 0.611 2.717
P 0.684 -0.274 -2.502
C 2.020 -1.348 -1.889
C -0.214 -1.385 -3.647
H 0.769 1.696 -3.881
H 1.861 0.387 -4.476
H 2.330 1.396 -3.047
C 1.500 0.930 -3.591
H -1.078 -0.852 -4.070
H 0.497 -1.652 -4.448
H 2.309 -2.025 -2.708
H 1.663 -1.926 -1.025
H -0.556 -2.294 -3.126
H 2.877 -0.746 -1.564
Cl -1.842 1.891 -2.681
C 3.489 -1.768 2.138
S 2.206 -0.882 3.020
C 1.127 -2.231 3.503
O 2.816 -0.277 4.238
H 3.073 -2.667 1.667
H 4.271 -2.027 2.868
H 3.869 -1.085 1.368
H 1.088 -2.254 4.598
H 0.145 -2.015 3.063
H 1.527 -3.167 3.090
```

ΔE to the lowest compared entry with this formula, charge and spin in eV: 0.1736
Frontier orbital gap (alpha / beta) in Ha: 0.2400 / 0.1920
E_LUMO (alpha / beta) in eV: -7.9 / -10.0
2S+1: 6
Total charge: +2
Strongest force on any atom in eV/Å: 2.755

=====

No. 5
Below is one molecule with the formula C3H6N2S in a non-equilibrium geometry, with properties calculated with ωB97M-V/def2-TZVPD.

Geometry as XYZ:
```
12
C3H6N2S | the OMol25 dataset | ωB97M-V/def2-TZVPD
C -1.346 -2.470 0.236
C -0.947 -1.237 0.044
S 0.114 -0.890 -1.294
C 0.793 0.671 -0.810
N 0.477 1.203 0.307
N 0.929 2.473 0.450
H -0.881 -3.262 -0.267
H -2.130 -2.734 0.967
H -1.278 -0.363 0.612
H 1.410 1.166 -1.592
H 1.053 2.758 1.422
H 1.804 2.685 -0.075
```

ΔE to the lowest compared entry with this formula, charge and spin in eV: 2.4476
Frontier orbital gap in Ha: 0.3268
E_LUMO in eV: 1.0
2S+1: 1
Total charge: 0
Strongest force on any atom in eV/Å: 2.263

=====

No. 6
Below is C5H6O as an isolated structure in a non-equilibrium geometry, with properties calculated with ωB97M-V/def2-TZVPD.

Geometry as XYZ:
```
12
C5H6O | the OMol25 dataset | ωB97M-V/def2-TZVPD
C 1.181 -0.538 -0.111
C 0.273 0.481 -0.848
O -0.501 -0.659 -1.329
C -0.124 -1.300 -0.178
C -1.069 0.157 1.035
C -0.611 1.093 0.236
H 1.930 -0.960 -0.793
H 1.605 -0.290 0.858
H 0.642 1.130 -1.646
H -0.871 -1.485 0.626
H -1.724 0.244 1.904
H -0.783 2.162 0.273
```

ΔE to the lowest compared entry with this formula, charge and spin in eV: 5.3548
Frontier orbital gap in Ha: 0.3474
E_LUMO in eV: 1.1
2S+1: 1
Total charge: 0
Strongest force on any atom in eV/Å: 1.262